No. 1
This record from OMol25 describes a cluster of 2 separate species, C10H21ClN2O5P in total. The level of theory is ωB97M-V/def2-TZVPD.

Computed properties:
Frontier orbital gap: 0.2795 Eh
HOMO level: -4.599 eV
E_LUMO: 3.01 eV
Total charge: -1
Energy relative to the best compared isomer or geometry (same formula, charge and spin): 0.0 kcal/mol

Positions of all 40 atoms, in Å:
C 1.68 -0.99 -1.28
N 1.16 0.27 -0.71
C -0.11 0.70 -1.37
C -0.89 1.63 -0.44
C -2.02 2.48 -1.02
O -2.19 3.63 -0.15
C -1.77 3.05 -2.40
N -2.25 2.13 -3.44
C -0.97 -0.57 -1.68
O -1.31 -1.26 -0.70
O -1.22 -0.74 -2.89
P 2.46 1.35 -0.63
O 2.10 2.53 -1.73
Cl 2.11 2.54 1.11
H 1.21 -1.83 -0.79
H 2.75 -1.06 -1.09
H 1.54 -1.05 -2.36
H 0.11 1.14 -2.34
H -1.31 0.98 0.32
H -0.24 2.33 0.06
H -2.97 1.95 -1.04
H -2.09 3.32 0.75
H -0.72 3.33 -2.52
H -2.35 3.97 -2.49
H -1.50 1.65 -3.93
H -2.77 2.64 -4.14
H 1.84 3.36 -1.31
C -0.07 -3.53 3.16
C 1.25 -3.18 3.84
C 2.03 -2.57 2.68
O 1.07 -1.95 1.84
C -0.25 -2.36 2.20
H -0.91 -3.64 3.85
H 0.03 -4.47 2.61
H 1.09 -2.44 4.62
H 1.76 -4.04 4.29
H 2.56 -3.34 2.11
H 2.75 -1.82 3.01
H -0.75 -1.52 2.69
H -0.81 -2.61 1.30

Löwdin population analysis, charges in e, atoms 1 to 5: -0.165 -0.315 -0.272 -0.126 -0.349

---

No. 2
This record from OMol25 describes a cluster of 2 separate species, C2H6O3 in total. The level of theory is ωB97M-V/def2-TZVPD.

Computed properties:
Frontier orbital gap: 0.3885 Eh
HOMO level: -10.211 eV
E_LUMO: 0.36 eV
Energy relative to the best compared isomer or geometry (same formula, charge and spin): 25.8 kcal/mol

Positions of all 11 atoms, in Å:
O -3.38 -0.19 0.49
C -2.26 -0.10 0.08
O -1.58 1.05 0.07
H -1.69 -0.97 -0.29
H -0.66 0.90 -0.24
C 1.72 -0.23 0.33
O 0.79 -0.04 -0.75
H 2.74 -0.24 -0.04
H 1.60 0.54 1.09
H 1.51 -1.23 0.69
H 1.20 0.51 -1.42

Löwdin population analysis, charges in e, atoms 1 to 5: 0.066 -0.413 0.060 0.134 0.058

---

Repeat the second record exactly.
This record from OMol25 describes a cluster of 2 separate species, C2H6O3 in total. The level of theory is ωB97M-V/def2-TZVPD.

Computed properties:
Frontier orbital gap: 0.3885 Eh
HOMO level: -10.211 eV
E_LUMO: 0.36 eV
Energy relative to the best compared isomer or geometry (same formula, charge and spin): 25.8 kcal/mol

Positions of all 11 atoms, in Å:
O -3.38 -0.19 0.49
C -2.26 -0.10 0.08
O -1.58 1.05 0.07
H -1.69 -0.97 -0.29
H -0.66 0.90 -0.24
C 1.72 -0.23 0.33
O 0.79 -0.04 -0.75
H 2.74 -0.24 -0.04
H 1.60 0.54 1.09
H 1.51 -1.23 0.69
H 1.20 0.51 -1.42

Löwdin population analysis, charges in e, atoms 1 to 5: 0.066 -0.413 0.060 0.134 0.058